## a
Entry from OMol25: CH4NOP in the gas phase (ωB97M-V/def2-TZVPD).

Output
Gap between HOMO and LUMO   8.80 eV
Structure (SMILES)   O=NCP
Highest occupied orbital energy   -9.18 eV

CARTESIAN COORDINATES (ANGSTROEM)
O (1.2219, -1.6974, -1.0983)
N (0.1727, -1.1152, -1.3527)
C (0.0687, 0.2358, -0.9947)
P (-0.6553, 0.1338, 0.8964)
H (-0.5196, 0.8911, -1.4984)
H (1.0735, 0.8297, -0.9599)
H (0.5014, -0.4891, 1.3595)
H (-1.7431, -0.8926, 0.6109)

Löwdin population analysis, charges in e, atoms 1 to 2:
1 O -0.057
2 N -0.178

## b
Entry from OMol25: CH4NOP in the gas phase (ωB97M-V/def2-TZVPD).

Output
Gap between HOMO and LUMO   10.51 eV
Structure (SMILES)   C=NOP
Highest occupied orbital energy   -9.43 eV

CARTESIAN COORDINATES (ANGSTROEM)
C (1.7373, 0.5864, 0.0300)
N (0.5286, 0.8877, 0.1054)
O (-0.4074, -0.1503, -0.3486)
P (-1.9328, 0.4250, 0.0163)
H (2.3109, 1.4444, 0.3345)
H (2.0369, -0.2502, -0.5704)
H (-1.9408, -0.1662, 1.4707)
H (-2.5263, -0.7901, -0.5249)

Löwdin population analysis, charges in e, atoms 1 to 2:
1 C -0.038
2 N -0.102

Quick one: least stable of them? a

## a
Entry from OMol25: CH4NOP in the gas phase (ωB97M-V/def2-TZVPD).

Output
Gap between HOMO and LUMO   9.88 eV
Structure (SMILES)   NP1CO1
Highest occupied orbital energy   -9.01 eV

CARTESIAN COORDINATES (ANGSTROEM)
N (-0.4572, -1.1549, -0.6969)
P (-0.5387, 0.8714, -0.7413)
C (0.3773, 1.4109, 0.7456)
O (-1.0271, 1.0518, 0.8187)
H (-1.3170, -1.4000, -0.2133)
H (-0.6505, -1.4751, -1.6531)
H (0.7288, 2.4191, 0.8049)
H (0.8997, 0.6376, 1.2419)

Löwdin population analysis, charges in e, atoms 1 to 2:
1 N -0.198
2 P 0.919

## b
Entry from OMol25: 2 unconnected molecules or ions with the total composition CH4NOP (ωB97M-V/def2-TZVPD).

Output
Gap between HOMO and LUMO   8.40 eV
Structure (SMILES)   C1=PO1.N
Highest occupied orbital energy   -8.06 eV

CARTESIAN COORDINATES (ANGSTROEM)
C (1.5182, 1.5219, -1.4741)
P (1.6674, 0.1784, -0.6275)
O (0.2371, 1.0469, -1.5174)
H (1.9744, 2.3950, -1.8491)
N (-1.3280, -1.1914, 1.1410)
H (-2.1372, -0.7974, 1.5925)
H (-1.3910, -2.1162, 1.0002)
H (-0.5409, -1.0372, 1.7345)

Löwdin population analysis, charges in e, atoms 1 to 2:
1 C -0.589
2 P 0.904

## c
Entry from OMol25: 2 unconnected molecules or ions with the total composition CH4NOP (ωB97M-V/def2-TZVPD).

Output
Gap between HOMO and LUMO (spin up / spin down)   7.87 / 8.93 eV
Highest occupied orbital energy (spin up / spin down)   -10.15 / -9.39 eV

CARTESIAN COORDINATES (ANGSTROEM)
C (1.1875, -0.3154, -0.0888)
N (-0.1499, -0.3685, -0.3819)
O (1.8396, 0.6447, 0.2140)
P (-1.3960, 0.5564, -0.1017)
H (1.6827, -1.4000, -0.2082)
H (-0.0668, -1.9754, 1.3335)
H (-1.2268, 1.8921, 0.5301)
H (-1.8700, 0.9662, -1.2971)

Löwdin population analysis, charges in e, atoms 1 to 2:
1 C -0.558
2 N -0.340

Quick one: least stable of them? c